[1]
Computed, not measured: a structure of composition C21H30N2SiV in a non-equilibrium geometry, with the ωB97M-V functional and the def2-TZVPD basis.

Structure (ORCA input):
```
! RIJCOSX wB97M-V def2-TZVPD def2/J DEFGRID3
* xyz 1 3
C 2.146 -1.024 1.177
C 2.109 -1.217 -0.245
C 3.092 -0.370 -0.843
H 1.590 -2.039 -0.754
C 3.729 0.374 0.221
C 3.136 -0.038 1.472
H 3.489 0.254 2.462
H 1.635 -1.644 1.922
H 3.422 -0.390 -1.890
H 4.600 1.016 0.127
V 1.643 1.125 0.230
C 0.091 1.724 -0.751
H 0.478 2.070 -1.756
H -0.372 2.687 -0.356
H -0.751 1.011 -0.947
Si -1.839 -1.846 -0.701
C -3.018 -1.037 0.483
C -3.281 -1.995 1.477
H -2.694 -2.922 1.479
C -4.310 -1.769 2.379
H -4.598 -2.596 3.006
C -4.976 -0.543 2.416
H -5.796 -0.391 3.119
C -4.590 0.461 1.525
H -5.106 1.409 1.546
C -3.601 0.240 0.559
H -3.298 1.031 -0.134
C -1.433 -1.751 -2.479
C -2.140 -2.916 -2.922
H -3.150 -3.109 -2.546
C -1.435 -3.884 -3.627
H -1.904 -4.859 -3.779
C -0.151 -3.583 -4.108
H 0.407 -4.368 -4.616
C 0.408 -2.314 -3.925
H 1.383 -2.091 -4.367
C -0.253 -1.351 -3.141
H 0.185 -0.354 -3.017
H -0.705 -1.169 -0.023
H -1.315 -3.065 -0.368
N 0.508 1.324 1.845
C 0.771 2.731 2.202
C 2.280 2.968 2.232
C 2.996 3.460 0.957
N 2.434 2.862 -0.281
H -0.502 1.164 1.720
H 0.822 0.678 2.582
H 0.212 3.385 1.505
H 0.400 2.845 3.233
H 2.438 3.772 2.949
H 2.831 2.117 2.686
H 3.012 4.563 0.846
H 4.030 3.121 0.981
H 3.147 2.716 -1.030
H 1.792 3.530 -0.734
*
```

Computed properties:
**DFT total energy**: -2160.84800 a.u.
**Largest force on an atom**: 4.599 eV/Å
**HOMO energy (spin up / spin down)**: -10.9 / -10.9 eV
**Energy above the lowest of the compared OMol25 structures with the same formula, charge and spin**: 73.2 kcal/mol
**<S²>**: 2.016

***

[2]
Computed, not measured: a structure of composition C7H14N2 in a non-equilibrium geometry, with the ωB97M-V functional and the def2-TZVPD basis.

Structure (ORCA input):
```
! RIJCOSX wB97M-V def2-TZVPD def2/J DEFGRID3
* xyz 0 1
C -0.939 -0.214 -0.121
C -0.567 1.207 0.140
C -1.763 -0.851 0.999
C -1.558 -0.497 -1.487
C 2.235 1.385 0.191
C 1.166 0.542 0.852
C 1.159 -1.315 -0.989
N 0.497 -0.772 -0.034
N 1.289 0.319 2.116
H 0.607 -0.355 2.457
H -1.044 1.715 0.970
H -0.384 1.807 -0.748
H -2.810 -0.564 0.882
H -1.689 -1.942 0.982
H -1.436 -0.499 1.978
H -0.979 -0.040 -2.291
H -1.658 -1.570 -1.677
H -2.557 -0.058 -1.517
H 3.226 0.946 0.346
H 2.233 2.365 0.667
H 2.047 1.516 -0.874
H 2.152 -0.978 -1.270
H 0.775 -2.148 -1.571
*
```

Computed properties:
**DFT total energy**: -384.47079 a.u.
**Largest force on an atom**: 2.625 eV/Å
**HOMO energy (spin up / spin down)**: -6.9 / -6.9 eV
**Energy above the lowest of the compared OMol25 structures with the same formula, charge and spin**: 101.1 kcal/mol

***

Q: Which value of largest force on an atom does entry 1 give?
A: 4.599 eV/Å